No. 1
C48H74GeIrN5P3Si | ωB97M-V with the def2-TZVPD basis set

- net charge = +2
- expectation value of S² = 0.79
- multiplicity = 2
- orbital gap (alpha / beta) (eV) = 5.17 / 4.65
- LUMO (alpha / beta) (eV) = -6.93 / -7.45

```
133
Properties=species:S:1:pos:R:3:lowdin_charge:R:1
Ir -0.2396 0.2726 -0.0871 0.782
C -4.3060 -0.3292 -0.0850 -0.128
C -3.4764 -1.6036 -0.2163 -0.494
C -4.3421 -2.7293 0.3788 -0.073
P -1.7629 -1.4797 0.5276 0.973
C -2.1657 -1.6400 2.2949 -0.397
N -1.2728 -0.9552 3.1747 -0.183
Ge -0.0061 0.3189 2.6484 0.840
N 0.0484 2.1976 2.8735 -0.166
C -0.1505 3.1091 1.7624 -0.387
P -1.1891 2.3547 0.4835 0.937
C -1.4302 3.6272 -0.8853 -0.479
C -0.9107 5.0105 -0.4673 -0.088
C -0.9574 3.3530 -2.3087 -0.099
C -2.8984 2.5000 1.2335 -0.493
C -3.1363 1.6795 2.4927 -0.091
C -3.3193 3.9460 1.5419 -0.076
C -0.2671 2.7564 4.1362 -0.219
C -0.4797 4.1135 4.3952 -0.024
C -0.9506 4.5208 5.6371 -0.059
C -1.2246 3.6018 6.6336 -0.057
C -0.9341 2.2609 6.4196 -0.004
C -0.4110 1.8658 5.2060 -0.172
N 0.0841 0.5390 4.8997 -0.036
C -0.7019 -0.5479 5.4638 -0.152
C -0.7024 -0.8893 6.8013 -0.011
C -1.5705 -1.8710 7.2578 -0.057
C -2.4264 -2.4888 6.3633 -0.058
C -2.3842 -2.1893 5.0078 -0.011
C -1.4828 -1.2326 4.5340 -0.199
C 1.4987 0.3878 5.2302 -0.155
C 2.0545 0.7964 6.4251 -0.006
C 3.3569 0.4248 6.7337 -0.059
C 4.0596 -0.3783 5.8508 -0.059
C 3.5183 -0.7380 4.6231 -0.027
C 2.2435 -0.2936 4.2683 -0.220
N 1.6707 -0.4537 2.9999 -0.143
C 2.5545 -0.8268 1.9281 -0.386
P 2.2120 0.2507 0.4978 1.008
C 3.3231 -0.5247 -0.7782 -0.489
C 4.7860 -0.6408 -0.3406 -0.075
C 2.7984 -1.9132 -1.1652 -0.108
C 2.9044 1.8750 1.1298 -0.486
C 3.1926 2.9312 0.0611 -0.092
C 4.1355 1.7353 2.0386 -0.066
C -0.8618 -3.0445 0.0732 -0.521
C -1.6140 -4.3746 0.0994 -0.087
C 0.3748 -3.1529 0.9467 -0.124
H -5.1711 -0.3992 -0.7451 0.108
H -3.7612 0.5667 -0.3489 0.010
H -4.6830 -0.2187 0.9318 0.086
H -3.3086 -1.7996 -1.2776 0.059
H -4.6413 -2.4940 1.3997 0.083
H -3.9021 -3.7136 0.3712 0.049
H -5.2570 -2.7759 -0.2142 0.103
H -2.1643 -2.7219 2.4792 0.099
H -3.2041 -1.3141 2.4320 0.087
H 0.7744 3.4816 1.3124 0.080
H -0.7043 3.9866 2.0774 0.054
H -2.5211 3.6447 -0.9329 0.096
H 0.1792 5.0159 -0.4048 0.083
H -1.3098 5.3720 0.4764 0.067
H -1.1937 5.7288 -1.2380 0.102
H 0.0996 3.5672 -2.4301 0.062
H -1.4913 4.0299 -2.9775 0.103
H -1.1529 2.3346 -2.6370 0.043
H -3.5488 2.1411 0.4361 0.079
H -2.5731 2.0755 3.3390 0.081
H -2.8739 0.6372 2.3644 0.021
H -4.1938 1.7303 2.7569 0.105
H -2.7200 4.3795 2.3439 0.080
H -4.3482 3.9152 1.9028 0.100
H -3.3066 4.6139 0.6869 0.070
H -0.2599 4.8705 3.6571 0.109
H -1.1089 5.5756 5.8170 0.115
H -1.6288 3.9219 7.5831 0.115
H -1.1101 1.5357 7.2020 0.114
H -0.0202 -0.4059 7.4880 0.116
H -1.5786 -2.1413 8.3040 0.114
H -3.1325 -3.2288 6.7153 0.115
H -3.0455 -2.7184 4.3393 0.101
H 1.4759 1.3963 7.1157 0.119
H 3.8015 0.7356 7.6681 0.113
H 5.0501 -0.7270 6.1107 0.115
H 4.0939 -1.3638 3.9559 0.112
H 2.4836 -1.8779 1.6502 0.078
H 3.5971 -0.6559 2.1841 0.064
H 3.2981 0.1185 -1.6518 0.074
H 4.9124 -1.2444 0.5579 0.084
H 5.2602 0.3250 -0.1889 0.068
H 5.3297 -1.1407 -1.1441 0.098
H 3.0003 -2.6374 -0.3746 0.079
H 3.3220 -2.2507 -2.0598 0.096
H 1.7282 -1.9264 -1.3754 0.039
H 2.1069 2.2301 1.7755 0.052
H 3.9476 2.5957 -0.6520 0.085
H 3.5846 3.8194 0.5577 0.094
H 2.3127 3.2454 -0.4974 0.047
H 4.9800 1.2432 1.5651 0.071
H 3.9122 1.2270 2.9720 0.062
H 4.4590 2.7441 2.3001 0.098
H -0.5405 -2.8684 -0.9565 0.053
H -2.0830 -4.5777 1.0625 0.085
H -0.8841 -5.1671 -0.0730 0.097
H -2.3612 -4.4578 -0.6862 0.071
H 0.1318 -3.3002 2.0023 0.100
H 0.9534 -2.2458 0.8539 -0.014
H 0.9904 -3.9902 0.6157 0.103
C -1.1456 -0.1815 -4.9808 -0.155
Si -1.3656 -0.7074 -3.2045 0.476
C -2.9265 0.1568 -2.6402 -0.178
C -1.4238 -2.5737 -3.1719 -0.151
N -0.0501 -0.0494 -2.0799 -0.220
C 1.0766 0.3453 -2.8271 -0.436
C 1.6613 -0.5087 -3.7785 -0.082
C 2.7393 -0.0929 -4.5327 -0.045
C 3.2444 1.1986 -4.3876 -0.049
C 2.6923 2.0468 -3.4372 -0.061
C 1.6408 1.6066 -2.6550 -0.115
H -2.1490 -0.1674 -5.4160 0.051
H -0.5408 -0.8648 -5.5750 0.044
H -0.7270 0.8204 -5.0913 0.049
H -3.8061 -0.4892 -2.6679 0.052
H -3.1231 0.9957 -3.3098 0.055
H -2.8232 0.5583 -1.6322 -0.027
H -1.8210 -2.8962 -4.1370 0.057
H -2.0581 -3.0128 -2.4024 0.009
H -0.4267 -3.0100 -3.0755 0.041
H 1.3061 -1.5268 -3.8834 0.110
H 3.1877 -0.7751 -5.2424 0.120
H 4.0576 1.5374 -5.0149 0.115
H 3.0816 3.0480 -3.3058 0.119
H 1.1889 2.2499 -1.9195 0.046
```

=====

No. 2
C5H9N5 | ωB97M-V with the def2-TZVPD basis set

- net charge = 0
- orbital gap (alpha / beta) (eV) = 7.33 / 7.33
- LUMO (alpha / beta) (eV) = -0.56 / -0.56
- energy above the lowest of the compared OMol25 structures with the same formula, charge and spin (kcal/mol) = 85.8

```
19
Properties=species:S:1:pos:R:3:lowdin_charge:R:1
C -1.1654 -1.2044 0.4189 -0.221
C 2.2844 0.1254 0.9638 -0.046
C 1.3457 1.2957 1.2435 -0.048
C 1.2049 0.4710 0.0520 -0.231
C -0.2719 1.2426 -1.6679 -0.070
N -3.0634 -2.3427 0.3244 -0.070
N -1.9532 -2.1020 1.0612 -0.071
N -1.8380 -0.9194 -0.7068 -0.135
N -2.9619 -1.6261 -0.7143 -0.119
N 0.9158 0.5679 -1.2216 0.055
H 3.3069 0.3273 0.6677 0.115
H 2.1833 -0.7584 1.5765 0.112
H 0.6305 1.1965 2.0452 0.112
H 1.7218 2.3054 1.1261 0.118
H -1.1298 0.5348 -1.5217 0.042
H -0.4356 2.1313 -1.0636 0.094
H -0.1693 1.5125 -2.7165 0.088
H 1.2097 -0.2003 -1.8149 0.169
H -1.8145 -2.5574 1.9480 0.105
```